<one>
This record from the OMol25 dataset describes a 4-piece molecular cluster, H8O4 overall. The level of theory is the ωB97M-V functional and the def2-TZVPD basis.

The calculation puts the highest occupied orbital energy at -11.3443 eV. The calculation puts the LUMO energy at 0.350 eV. As for the SMILES: O.O.O.O.

Element x y z (Å)
H 1.666 1.499 -0.191
O 0.729 -1.440 0.719
H 0.457 -0.572 1.131
O -0.749 -0.633 -1.300
H -0.749 1.336 1.097
H -0.769 -1.360 -0.651
H -1.386 0.391 0.143
O -1.383 0.609 1.114
O 1.295 1.311 -1.020
H 0.366 1.434 -0.895
H 0.186 -0.597 -1.552
H 0.336 -1.979 1.406

<two>
This record from the OMol25 dataset describes a 4-piece molecular cluster, H8O4 overall. The level of theory is the ωB97M-V functional and the def2-TZVPD basis.

The calculation puts the highest occupied orbital energy at -10.4755 eV. The calculation puts the LUMO energy at 0.394 eV. As for the SMILES: O.O.O.O.

Element x y z (Å)
H 0.595 1.235 -0.349
H 0.234 -0.004 1.419
H 0.883 -2.174 0.470
O 0.441 -0.890 1.748
O 0.018 1.458 0.387
H 1.917 -3.295 0.475
H -1.972 2.669 -2.148
O 1.368 -2.784 -0.118
H -1.738 1.248 -2.579
O -1.800 1.795 -1.787
H 0.889 -0.811 2.541
H -0.835 1.554 -0.060

Which one sits at the top of the stability order? <two> does.

<one>
This record from the OMol25 dataset describes a 4-piece molecular cluster, H8O4 overall. The level of theory is the ωB97M-V functional and the def2-TZVPD basis.

The calculation puts the highest occupied orbital energy at -10.7401 eV. The calculation puts the LUMO energy at -0.010 eV. As for the SMILES: O.O.O.O.

Element x y z (Å)
H 0.949 1.917 -1.404
H -1.376 -1.055 1.370
H -1.277 0.024 -0.407
H -0.094 -0.933 -0.572
O 0.189 2.046 -0.900
O 1.590 -0.681 -1.019
H 0.341 1.636 0.020
O -1.554 -0.857 2.301
O -1.030 -0.902 -0.385
H 2.220 0.032 -0.981
H -1.830 0.097 2.323
H 1.873 -1.324 -0.346

<two>
This record from the OMol25 dataset describes a 4-piece molecular cluster, H8O4 overall. The level of theory is the ωB97M-V functional and the def2-TZVPD basis.

The calculation puts the highest occupied orbital energy at -10.6694 eV. The calculation puts the LUMO energy at 0.012 eV. As for the SMILES: O.O.O.O.

Element x y z (Å)
H 40.305 35.655 28.011
O 39.541 34.956 27.998
O 34.861 35.972 25.207
H 34.603 36.893 25.139
O 37.758 35.759 25.967
H 37.518 38.872 26.870
H 37.790 37.934 25.604
H 38.894 35.241 27.463
O 38.191 38.745 26.172
H 36.690 35.748 25.823
H 38.121 35.520 25.183
H 34.863 35.358 24.369

Which one sits at the top of the stability order? <one> does.

<one>
This record from the OMol25 dataset describes a 4-piece molecular cluster, H8O4 overall. The level of theory is the ωB97M-V functional and the def2-TZVPD basis.

The calculation puts the highest occupied orbital energy at -10.3410 eV. The calculation puts the LUMO energy at 0.260 eV. As for the SMILES: O.O.O.O.

Element x y z (Å)
H -1.130 -0.417 0.433
H 2.046 -1.176 -0.295
H 0.841 -2.009 0.113
O -2.883 -0.378 -0.078
H -2.833 0.124 0.744
H 2.340 1.556 0.526
H 1.491 2.249 -0.527
O 1.577 1.419 -0.046
O -0.330 -0.258 -0.081
O 1.786 -2.076 -0.064
H -2.750 0.284 -0.765
H -0.155 0.682 0.042

<two>
This record from the OMol25 dataset describes a 4-piece molecular cluster, H8O4 overall. The level of theory is the ωB97M-V functional and the def2-TZVPD basis.

The calculation puts the highest occupied orbital energy at -11.4421 eV. The calculation puts the LUMO energy at 0.275 eV. As for the SMILES: O.O.O.O.

Element x y z (Å)
H 0.638 -1.611 -0.942
H -0.261 2.042 1.430
H 1.211 -2.794 -1.724
H -0.737 1.087 -1.330
O 0.282 1.974 2.198
H 0.932 1.332 1.913
H -1.191 -0.693 1.006
O -0.784 -1.340 0.477
O 1.250 -1.820 -1.637
H -1.446 -1.871 0.117
O -0.402 1.886 -0.857
H 0.507 1.809 -0.651

Which one sits at the top of the stability order? <two> does.

<one>
This record from the OMol25 dataset describes a 4-piece molecular cluster, H8O4 overall. The level of theory is the ωB97M-V functional and the def2-TZVPD basis.

The calculation puts the highest occupied orbital energy at -9.4458 eV. The calculation puts the LUMO energy at 0.342 eV. As for the SMILES: O.O.O.O.

Element x y z (Å)
O 0.043 -0.564 -0.237
H 2.855 -0.858 -0.368
H -3.232 0.136 0.465
H 0.772 -0.969 -0.720
H 1.627 1.565 0.335
O -4.123 0.070 0.103
H 0.462 1.200 -0.570
O 1.252 0.829 -0.162
H 2.427 -0.277 0.970
H -0.630 -0.415 -0.910
H -4.606 -0.444 0.759
O 3.154 -0.273 0.337

<two>
This record from the OMol25 dataset describes a 4-piece molecular cluster, H8O4 overall. The level of theory is the ωB97M-V functional and the def2-TZVPD basis.

The calculation puts the highest occupied orbital energy at -10.4478 eV. The calculation puts the LUMO energy at 0.150 eV. As for the SMILES: O.O.O.O.

Element x y z (Å)
H 0.858 1.696 -0.639
O 0.646 -1.820 1.449
H 1.013 -1.712 0.548
H -0.284 -2.026 1.288
H -0.596 0.338 0.091
H 2.366 1.906 -0.408
O 1.711 1.884 -1.137
H -1.391 -0.448 -1.533
H -0.535 1.358 1.297
O -1.263 -1.066 -0.795
O -0.405 1.232 0.374
H -2.126 -1.341 -0.537

Which one sits at the top of the stability order? <two> does.

<one>
This record from the OMol25 dataset describes a 3-piece molecular cluster, C5H12O3 overall. The level of theory is the ωB97M-V functional and the def2-TZVPD basis.

The calculation puts the highest occupied orbital energy at -8.2640 eV. The calculation puts the LUMO energy at 0.679 eV. As for the SMILES: C=C/C(O)=C/C.O.O.

Element x y z (Å)
H 1.914 -1.869 -0.573
H -0.058 -1.896 0.345
C -0.416 0.761 -0.058
H 0.958 1.290 -2.387
H -2.625 -0.692 0.657
H -2.847 0.189 2.123
H 0.282 -0.522 -1.307
H 0.178 -2.489 1.705
O -0.591 -0.264 -0.938
O 0.598 -2.415 0.840
H 1.853 2.755 -1.704
C 1.119 1.970 -1.561
H 2.601 -1.597 -1.911
H -1.017 1.679 1.717
C -2.084 -0.250 1.493
H 0.449 2.786 0.187
C -1.148 0.844 1.048
O 2.005 -1.199 -1.268
H -1.542 -1.007 2.059
C 0.371 1.927 -0.468

<two>
This record from the OMol25 dataset describes a 3-piece molecular cluster, C5H12O3 overall. The level of theory is the ωB97M-V functional and the def2-TZVPD basis.

The calculation puts the highest occupied orbital energy at -8.2518 eV. The calculation puts the LUMO energy at 0.568 eV. As for the SMILES: C/C=C/C=C/O.O.O.

Element x y z (Å)
H 1.876 2.795 -0.619
C 0.229 0.157 -0.657
H -0.722 -3.752 1.859
H 0.963 -2.947 1.821
H 1.016 -0.335 1.114
C -0.308 -1.934 0.579
H -1.498 0.406 1.636
C -0.726 0.485 -1.499
H -1.607 1.047 3.067
O -2.050 0.415 2.500
H 1.276 0.625 -0.872
H -1.805 0.129 -1.505
C -0.147 -2.861 1.713
H -0.429 -2.300 2.532
H -0.910 -2.159 -0.321
O 2.613 2.413 -1.055
H 3.110 2.096 -0.485
O -0.311 1.240 -2.577
C 0.296 -0.742 0.474
H 0.651 1.221 -2.833

<three>
This record from the OMol25 dataset describes a 2-piece molecular cluster, C5H12O3 overall. The level of theory is the ωB97M-V functional and the def2-TZVPD basis.

The calculation puts the highest occupied orbital energy at -10.4918 eV. The calculation puts the LUMO energy at 0.883 eV. As for the SMILES: CC(=O)O.CCCO.

Element x y z (Å)
H 3.299 2.951 1.369
C 1.323 3.055 3.391
O 1.559 0.065 0.401
H 3.205 -0.746 -1.504
H 1.049 2.885 1.453
C 2.315 -0.176 -1.820
O 1.797 1.958 -0.800
H 1.134 4.146 3.387
O 0.711 2.438 2.257
C 3.606 3.402 2.327
H 2.568 0.397 -2.728
H 1.282 0.757 1.062
H 3.425 4.488 2.280
C 2.818 2.789 3.485
H 2.980 1.694 3.517
C 1.875 0.752 -0.728
H 1.510 -0.889 -2.066
H 0.801 2.626 4.268
H 3.178 3.211 4.443
H 4.687 3.231 2.466

<four>
This record from the OMol25 dataset describes a 3-piece molecular cluster, C5H12O3 overall. The level of theory is the ωB97M-V functional and the def2-TZVPD basis.

The calculation puts the highest occupied orbital energy at -9.5690 eV. The calculation puts the LUMO energy at 0.506 eV. As for the SMILES: C=CCCC=O.O.O.

Element x y z (Å)
C 0.709 0.995 -0.967
H -0.356 -0.711 -0.174
C -1.768 0.864 -0.351
C 0.527 1.090 -2.275
H 1.208 1.555 -2.981
O -1.120 3.125 0.104
H -0.854 0.129 3.760
H -3.050 2.591 0.234
O 3.904 -5.829 -1.188
H -0.379 0.801 -2.799
O -0.924 0.234 4.713
H -2.006 0.454 -1.335
H 1.615 1.363 -0.506
H -2.455 0.291 0.288
H -0.141 0.635 0.983
H 4.070 -5.273 -1.936
H -0.008 0.410 5.026
C -0.319 0.372 -0.062
H 3.348 -5.417 -0.537
C -2.002 2.322 0.004

Which one sits at the top of the stability order? <three> does.

<one>
This record from the OMol25 dataset describes a 8-piece molecular cluster, C32H56N8 overall. The level of theory is the ωB97M-V functional and the def2-TZVPD basis.

The calculation puts the highest occupied orbital energy at -11.2339 eV. The calculation puts the LUMO energy at 0.176 eV. As for the SMILES: CCCC#N.CCCC#N.CCCC#N.CCCC#N.CCCC#N.CCCC#N.CCCC#N.CCCC#N.

Element x y z (Å)
C 3.758 7.237 6.727
H -3.061 -2.564 4.458
H -0.124 2.677 0.572
C 3.069 6.029 7.380
C -4.920 -8.880 -1.005
C 1.735 -7.623 -5.884
C -4.868 -7.624 -1.755
H 9.024 -4.678 -1.815
C -4.001 -5.145 6.585
C 0.853 0.756 0.016
H 1.582 2.654 0.645
H 0.493 9.249 -4.356
C 1.693 -5.308 -6.383
C -7.372 3.462 4.657
H -2.050 -3.538 5.618
H -5.376 3.771 4.170
H 9.209 -1.508 -1.647
N 8.415 -5.275 -4.920
H -6.311 -8.556 -4.777
H 0.419 12.995 -3.280
N 0.973 -10.069 -6.541
N 4.149 3.933 6.336
C 0.768 2.973 -1.335
H -3.023 -2.263 6.136
H 4.822 7.246 6.961
H -0.041 2.479 -1.873
C 9.555 -3.744 -2.002
H -5.763 2.999 1.577
H 3.396 8.129 7.239
C 3.679 4.867 6.824
C 0.686 10.928 -5.566
H -4.186 -4.503 4.547
H 10.588 -3.065 -3.998
H 7.787 -2.269 -2.284
C -8.611 2.768 4.528
H -5.752 -6.526 -3.365
C 10.160 -3.904 -3.449
H -5.169 -3.489 5.660
H 11.023 -4.568 -3.400
C 0.749 2.332 0.020
C 0.503 10.850 -3.052
C 8.680 -2.461 -1.689
C 1.039 10.193 -4.370
H -0.582 10.959 -3.042
H -6.459 4.477 1.893
H 1.343 -7.485 -4.877
C 1.206 -6.661 -6.856
C -5.590 -8.562 -3.959
C -5.843 -7.504 -2.893
H -3.706 -4.557 7.454
N -2.059 -6.759 5.968
H 8.227 -2.507 -0.699
H 0.390 3.992 -1.259
H -6.947 3.216 5.630
H 0.756 10.135 -2.269
H 2.752 -5.235 -6.631
C -6.182 3.208 3.701
C 9.180 -4.676 -4.289
H 1.789 -5.143 -5.310
H -7.391 2.910 1.932
H 1.526 -6.766 -7.893
H 2.528 7.143 4.897
H 1.050 12.539 -1.680
H -4.954 -5.626 6.809
H 3.702 8.402 4.879
N -0.912 -0.549 -1.402
N 0.394 11.545 -6.477
H 2.136 12.446 -3.009
C -0.132 0.016 -0.769
H -7.671 4.505 4.762
C 1.086 12.318 -2.746
N -9.639 2.196 4.453
H 3.174 6.066 8.465
H 1.985 6.070 7.265
H -5.628 -9.542 -3.482
H 1.788 0.520 -0.493
H -6.814 -7.648 -2.420
C -6.496 3.447 2.248
H 4.239 6.706 4.605
N -4.933 -9.968 -0.518
H -5.070 -6.781 -1.095
C -3.019 -3.081 5.416
C -4.235 -4.035 5.530
H 1.704 2.876 -1.885
H 2.811 -7.496 -5.773
H 0.871 0.375 1.037
H -4.649 -8.431 -4.492
H -5.763 2.205 3.787
H -3.876 -7.423 -2.161
H 2.015 9.711 -4.428
C 3.564 7.357 5.159
H 0.121 -6.760 -6.893
H 10.300 -3.596 -1.221
C -2.878 -6.060 6.242
C 1.388 -9.016 -6.282
H 1.218 -4.439 -6.837

<two>
This record from the OMol25 dataset describes C32H56N8 as an isolated structure. The level of theory is the ωB97M-V functional and the def2-TZVPD basis.

The calculation puts the highest occupied orbital energy at -7.5228 eV. The calculation puts the LUMO energy at 0.501 eV.

Element x y z (Å)
H -2.447 0.773 -0.864
H 1.061 3.831 -1.986
H 2.651 1.972 4.172
H -0.701 -0.067 3.610
C 3.263 -2.995 0.690
C 0.797 1.175 -1.456
C 2.067 1.515 -0.804
H -1.743 -0.939 0.442
H 1.076 0.064 -0.605
N 2.832 -0.858 -0.307
H -0.231 0.319 2.156
C 4.502 0.911 3.841
H -1.806 2.680 1.232
C -3.913 -1.215 -3.320
H -4.984 0.643 -1.455
N 1.630 -0.532 2.530
H 2.365 -2.177 2.442
H -2.811 -0.784 -1.688
H -1.053 3.017 3.745
H -0.171 0.826 4.991
H -4.606 0.022 1.448
H 0.089 2.177 2.682
H 0.684 -0.098 -3.500
H -2.648 -0.657 0.054
H -0.400 1.460 -3.280
N -2.886 -0.115 1.223
H -6.047 0.649 0.652
C -0.867 2.092 3.198
H -5.020 -0.943 -0.798
C -2.492 0.849 1.642
C -1.973 2.115 2.149
H 2.234 -4.888 0.590
H 1.237 1.953 -3.563
C 0.223 2.064 1.039
C 3.142 -4.438 0.990
C 0.489 0.603 1.389
H -3.306 -1.601 -2.501
C 2.105 -1.668 -3.780
C 0.772 -1.144 -3.207
C -4.957 0.679 0.652
H 4.942 1.356 4.733
C 0.878 -2.470 0.961
C 0.160 3.429 -2.449
H -4.737 -0.663 -2.868
H -2.206 1.523 -4.319
C 2.229 0.131 3.275
H -0.165 -0.625 -1.320
H 3.940 -5.024 0.535
H -0.120 -1.602 -3.632
H 0.978 0.150 -1.781
H 0.289 -2.349 -1.391
H -4.349 -2.106 -3.772
H 0.920 -1.266 0.366
C 2.272 -2.115 1.358
C 0.424 -0.314 0.183
H 4.253 -2.651 0.990
H 4.765 -1.001 2.761
H -0.664 3.471 -1.736
H 1.531 0.520 1.699
N 0.061 3.188 0.762
C -3.052 -0.358 -4.232
H 2.094 -1.502 -4.857
H -1.125 -0.987 -1.114
H 3.117 -4.614 2.065
H 2.787 0.540 5.152
N 3.087 1.736 -0.292
N -0.217 -2.788 0.701
H 2.994 -1.092 -3.524
H -1.471 0.608 -0.313
C 0.452 1.949 -2.807
H -0.016 4.064 -3.317
H -1.851 0.654 4.597
H -3.335 1.366 -2.927
C -1.436 0.649 -2.576
H -3.692 -0.104 -5.077
H -2.291 -0.966 -4.722
C -3.030 -0.147 -0.831
C 5.149 -0.499 3.649
H 6.223 -0.443 3.474
H 4.702 1.599 3.019
H 2.314 -2.697 -3.485
C 0.591 -1.335 -1.656
C -4.526 0.023 -0.684
H 3.158 -2.924 -0.392
C -2.552 0.880 -3.510
C -0.874 0.859 4.158
C -4.474 2.026 0.951
N -4.085 3.070 1.215
H -0.043 1.152 -0.763
C 1.872 -1.032 -0.913
N -0.533 0.513 -1.901
C 3.027 0.949 4.171
C -1.055 -0.393 -0.203
H 4.977 -1.198 4.468
H -2.821 2.651 2.576
H 2.379 -1.062 1.101

Which one sits at the top of the stability order? <one> does.